Record 1
This record from OMol25 describes 2 unconnected molecules or ions with the total composition C6H14P. The level of theory is ωB97M-V/def2-TZVPD.

Properties
* LUMO: -0.243 Ha
* energy: -577.9863 Eh
* energy relative to the best compared isomer or geometry (same formula, charge and spin): 4.1292 eV
* net charge: +1
* E_HOMO: -0.4847 Ha

Positions of all 21 atoms, in Å:
C1 -0.70381 0.77559 -0.19862
C2 -1.83070 0.22813 0.35148
C3 -2.54511 0.63782 1.59827
C4 -2.34213 -0.90825 -0.45235
C5 2.41555 -1.11836 0.87926
C6 2.97384 0.57144 -1.18668
P1 2.08843 0.64962 0.49461
H1 -0.31943 0.57251 -1.20559
H2 -0.26045 1.55701 0.31357
H3 -3.61817 0.71848 1.39136
H4 -2.11942 1.57899 1.91367
H5 -2.35336 -0.17395 2.40917
H6 -3.15113 -0.64225 -1.19171
H7 -2.78351 -1.56760 0.26164
H8 -1.41488 -1.42122 -0.91936
H9 3.15624 -1.63376 0.27462
H10 1.31416 -1.33492 0.71079
H11 2.54786 -1.25952 1.92488
H12 2.18504 0.24918 -1.84826
H13 3.69188 -0.25773 -1.19764
H14 3.36259 1.51009 -1.54221

Forces on atoms 1 to 6 (eV/Å):
C -0.330 -0.563 0.488
C 1.155 -0.175 -1.784
C 1.047 -1.220 0.493
C 0.489 -0.750 -0.900
C -1.527 1.605 -0.426
C -0.714 -0.439 1.420

Mulliken atomic charge list, values in e, 5 entries: -1.68, 1.17, -1.18, -1.16, -0.75

Record 2
This record from OMol25 describes 10 unconnected molecules or ions with the total composition C37H77N2O22P3S5. The level of theory is ωB97M-V/def2-TZVPD.

Properties
* LUMO: 0.004 Ha
* energy: -6235.8896 Eh
* energy relative to the best compared isomer or geometry (same formula, charge and spin): 0.0000 eV
* E_HOMO: -0.2954 Ha
* SMILES: COP(=O)(OC)OC.COP(=O)(OC)OC.COP(=O)(OC)OC.O=S1(=O)CCCC1.O=S1(=O)CCCC1.O=S1(=O)CCCC1.O=S1(=O)CCCC1.O=S1(=O)CCCC1.c1cc[nH]c1.c1cc[nH]c1

Positions of all 146 atoms, in Å:
C1 16.77769 12.17314 25.55697
O1 15.58597 11.48940 25.27321
P1 15.41754 10.95361 23.72967
O2 14.27319 10.02681 23.59823
O3 15.34473 12.30889 22.87779
C2 14.19683 12.73567 22.23961
O4 16.88981 10.38803 23.36048
C3 17.41346 9.23019 23.97537
H1 17.54489 11.62433 26.10317
H2 16.66705 13.01952 26.23485
H3 17.28278 12.64444 24.71384
H4 14.39772 12.49979 21.19458
H5 14.27711 13.82248 22.26146
H6 13.24429 12.34964 22.60259
H7 17.97332 8.62985 23.25827
H8 16.66243 8.60432 24.45737
H9 18.11850 9.47905 24.76853
C4 23.80719 14.08534 34.05857
O5 23.62324 14.45015 32.76040
P2 22.14939 14.38933 32.09949
O6 21.99130 14.80914 30.68422
O7 21.91262 12.80825 32.18850
C5 22.73305 11.92320 31.44529
O8 21.23212 15.16102 33.21319
C6 21.18449 16.58689 33.22389
H10 24.43054 14.91571 34.39025
H11 24.46354 13.23524 34.24468
H12 22.90639 13.86322 34.63069
H13 23.72674 12.36089 31.34976
H14 22.34580 11.80176 30.43367
H15 22.80754 10.93403 31.89705
H16 22.00077 17.12417 32.74106
H17 21.21821 16.92465 34.25969
H18 20.22651 16.86271 32.78309
C7 21.31626 10.96905 24.12169
O9 20.78892 11.68900 25.23030
P3 21.04422 13.30533 25.27309
O10 22.17819 13.85188 24.48938
O11 19.56792 13.77359 24.80625
C8 19.23864 15.18274 24.92344
O12 21.00445 13.54261 26.84121
C9 21.98735 12.89633 27.58837
H19 22.18277 10.48071 24.56754
H20 21.65235 11.66790 23.35569
H21 20.58241 10.26614 23.72737
H22 18.29810 15.35661 25.44617
H23 19.16739 15.65602 23.94413
H24 20.02454 15.78957 25.37309
H25 22.83055 12.33623 27.18414
H26 21.40366 12.12920 28.09720
H27 22.38251 13.56537 28.35281
O13 19.39927 8.81055 29.86992
S1 20.56004 8.74458 28.95110
O14 21.84515 9.40519 29.25464
C10 20.82423 6.97281 28.74793
C11 20.93090 6.71106 27.19912
C12 19.88351 7.61388 26.56160
C13 20.01935 9.05190 27.20885
H28 19.91725 6.50578 29.13184
H29 21.53663 6.70618 29.52864
H30 21.86714 7.13001 26.83029
H31 20.85207 5.66262 26.91167
H32 18.86175 7.23619 26.59969
H33 20.12411 7.72655 25.50447
H34 19.26373 9.83700 27.18110
H35 20.90215 9.52204 26.77555
O15 21.77132 18.40309 22.14410
S2 21.26624 18.91988 23.42863
O16 20.49544 18.04846 24.29219
C14 22.61914 19.76807 24.38247
C15 22.43315 21.25740 24.06840
C16 20.91769 21.49434 24.24658
C17 20.21258 20.45960 23.32391
H36 23.59892 19.30753 24.25586
H37 22.34979 19.61970 25.42819
H38 23.03827 21.93225 24.67381
H39 22.83942 21.45419 23.07628
H40 20.55634 22.46032 23.89384
H41 20.54894 21.33937 25.26053
H42 20.31022 20.72609 22.27151
H43 19.17254 20.17440 23.48227
O17 19.83937 10.34917 21.31174
S3 19.50318 11.51731 20.45107
O18 19.02254 11.30681 19.07201
C18 18.45692 12.69913 21.26669
C19 19.12983 14.09291 21.11498
C20 20.61371 13.89319 21.29921
C21 20.95178 12.61043 20.44956
H44 18.52278 12.40203 22.31335
H45 17.44446 12.54204 20.89475
H46 18.86374 14.50659 20.14227
H47 18.76426 14.82367 21.83639
H48 20.85778 13.74811 22.35158
H49 21.22766 14.74971 21.02075
H50 21.83263 12.05799 20.77669
H51 21.16809 12.84781 19.40795
O19 17.30972 19.88705 18.44220
S4 16.70007 18.65353 18.99513
O20 15.68970 17.90095 18.26918
C22 17.99887 17.50778 19.60419
C23 18.25658 17.97603 21.02852
C24 16.93858 18.31806 21.70666
C25 16.08695 19.14389 20.71650
H52 18.80192 17.43636 18.87063
H53 17.51860 16.53052 19.65319
H54 18.91605 17.31525 21.59118
H55 18.88182 18.84562 20.82612
H56 17.02439 18.98798 22.56220
H57 16.37045 17.42993 21.98336
H58 16.22073 20.21469 20.87014
H59 15.00728 18.99622 20.69158
O21 17.54172 15.62444 27.97162
S5 18.21963 16.50604 28.99193
O22 17.84942 16.29664 30.38569
C26 20.07769 16.52236 28.56624
C27 20.29664 17.85700 27.75461
C28 18.98861 18.52817 27.36542
C29 17.93649 18.29326 28.47370
H60 20.21601 15.57933 28.03739
H61 20.60094 16.53713 29.52231
H62 20.74722 18.64654 28.35605
H63 20.89083 17.73292 26.84927
H64 18.77012 18.14171 26.36992
H65 19.20654 19.59550 27.32777
H66 16.89494 18.53604 28.26314
H67 18.27065 18.88351 29.32695
C30 25.02923 17.53238 25.46755
C31 24.47223 17.66802 26.69099
C32 23.38541 16.76914 26.84066
N1 23.32808 16.08346 25.67284
C33 24.31654 16.52456 24.77711
H68 25.94175 18.03622 25.18498
H69 24.78360 18.43113 27.38893
H70 22.67384 16.61659 27.63866
H71 22.73298 15.28712 25.49447
H72 24.37648 15.98601 23.84289
C34 15.23288 16.44052 25.27959
C35 15.31589 17.77919 24.78104
C36 14.11344 17.96311 24.10851
N2 13.28355 16.84019 24.12521
C37 14.00517 15.90765 24.90598
H73 15.99118 15.91387 25.83997
H74 16.15173 18.46309 24.78910
H75 13.81643 18.80344 23.49857
H76 12.40561 16.70904 23.64342
H77 13.55995 14.92388 24.92481

Forces on atoms 1 to 6 (eV/Å):
C 1.590 1.610 0.748
O -0.192 -0.781 -1.433
P -0.191 -0.288 1.216
O 1.097 0.922 0.031
O 1.949 -1.904 1.973
C -0.188 1.109 -1.872

Mulliken atomic charge list, values in e, 5 entries: -0.16, -0.45, 0.54, -0.77, 0.14

Record 3
This record from OMol25 describes a molecular structure, ClCu2. The level of theory is ωB97M-V/def2-TZVPD.

Properties
* 2S+1: 3
* LUMO (alpha / beta): -0.612 / -0.782 Ha
* energy: -3739.5066 Eh
* energy relative to the best compared isomer or geometry (same formula, charge and spin): 1.3849 eV
* net charge: +3
* E_HOMO (alpha / beta): -1.0349 / -0.9689 Ha
* expectation value of S²: 2.04

Positions of all 3 atoms, in Å:
Cu1 -1.58480 1.50743 1.46154
Cu2 1.01236 -1.11538 -2.11002
Cl1 0.57244 -0.39205 0.64848

Cartesian forces, eV/Å:
Cu -0.048 0.085 0.352
Cu 0.246 -0.192 0.099
Cl -0.198 0.107 -0.451

How positive or negative is each atom? The Mulliken charges in e answer that: 1.33, 1.35, 0.32

Record 4
This record from OMol25 describes 4 unconnected molecules or ions with the total composition C20H40FN2O5S. The level of theory is ωB97M-V/def2-TZVPD.

Properties
* LUMO: -0.172 Ha
* energy: -1769.1976 Eh
* net charge: +1
* E_HOMO: -0.4394 Ha

Positions of all 69 atoms, in Å:
C1 1.48240 -5.41925 2.65995
C2 1.42846 -5.04670 1.03871
F1 1.14302 -6.36574 0.35852
N1 0.27114 -4.06980 0.71149
N2 -0.85358 -4.70223 0.30700
C3 -2.02352 -3.87951 -0.07972
S1 -3.60293 -4.74525 -0.66964
C4 -1.90526 -2.25777 -0.00624
C5 -0.53954 -1.51668 0.53280
C6 0.64483 -2.63509 0.91591
C7 2.10164 -2.06671 1.47589
C8 3.24293 -1.90148 0.31206
C9 2.74760 -1.13640 -1.04961
C10 3.66114 -1.42308 -2.38157
O1 4.44732 -2.66581 -2.34420
C11 3.64018 -3.85175 -2.66941
O2 2.30671 -3.91286 -2.73130
H1 1.77080 -6.57567 2.71670
H2 2.37493 -4.83342 3.14516
H3 0.45428 -5.29280 3.20412
H4 2.45573 -4.69137 0.60566
H5 -3.98543 -5.67349 0.33065
H6 -2.84250 -1.62377 -0.35268
H7 -0.37345 -0.36017 0.62056
H8 2.51268 -2.80140 2.28849
H9 1.91517 -1.00879 1.98368
H10 4.10872 -1.23391 0.79155
H11 3.71882 -2.96186 0.14369
H12 1.62734 -1.34638 -1.35386
H13 2.80290 0.03672 -0.83673
H14 4.39447 -0.52455 -2.53901
H15 2.91370 -1.43989 -3.30471
H16 4.23240 -4.86999 -2.85197
C12 2.72779 4.65653 0.12303
C13 3.23660 3.33924 0.68634
C14 4.68757 3.44850 1.12698
O3 3.11993 2.32412 -0.30735
H17 3.30646 4.95551 -0.75819
H18 1.68617 4.55959 -0.20142
H19 2.78962 5.45496 0.86891
H20 2.61532 3.03814 1.53683
H21 5.33575 3.70460 0.28140
H22 5.04400 2.48972 1.51878
H23 4.80825 4.21066 1.90300
H24 3.66836 2.58298 -1.06645
C15 -2.66614 6.18928 0.97605
C16 -1.31478 5.49353 0.94094
C17 -1.27931 4.30370 1.88671
O4 -0.29664 6.42036 1.30954
H25 -2.88323 6.57335 1.97912
H26 -2.67303 7.05090 0.29989
H27 -3.46935 5.50664 0.68197
H28 -1.09942 5.15899 -0.07968
H29 -1.44720 4.62088 2.92206
H30 -0.29683 3.82016 1.86015
H31 -2.04089 3.56444 1.61998
H32 -0.47967 6.72282 2.21454
C18 -5.97999 -1.00141 -0.70463
C19 -5.47431 -0.14830 -1.85700
C20 -6.31665 -0.34931 -3.10660
O5 -4.12018 -0.49149 -2.13998
H33 -5.92962 -2.06716 -0.95448
H34 -5.35684 -0.85585 0.18426
H35 -7.01480 -0.75034 -0.45207
H36 -5.49100 0.90814 -1.56787
H37 -6.27821 -1.39190 -3.44165
H38 -5.93365 0.26150 -3.93123
H39 -7.36157 -0.07868 -2.92617
H40 -4.09563 -1.42798 -2.39766

Forces on atoms 1 to 6 (eV/Å):
C 0.653 -0.806 -0.780
C 0.111 -3.091 0.742
F 0.576 3.721 1.434
N 1.572 2.719 0.257
N -2.866 4.118 -0.867
C 3.629 1.519 1.937

Mulliken atomic charge list, values in e, 5 entries: -0.92, 0.42, -0.33, 0.82, -0.93